(1)
{
  "formula": "C25H28N4O5S",
  "method": "ωB97M-V/def2-TZVPD",
  "homo_lumo_gap_ev": 8.687,
  "max_force_ev_per_a": 1.071,
  "lumo_energy_ha": 0.019,
  "smiles": "COc1ccc(N(CC(=O)NCCc2ccccc2)C(=O)CCC(=O)Nc2nccs2)c(OC)c1",
  "relative_energy_kcal_mol": 5.97,
  "elements": ["C", "H", "O", "C", "C", "C", "C", "C", "C", "H", "O", "C", "H", "H", "H", "N", "C", "O", "C", "H", "H", "C", "C", "O", "N", "C", "N", "C", "C", "S", "H", "H", "H", "H", "H", "C", "H", "C", "O", "N", "H", "C", "H", "H", "C", "C", "C", "C", "C", "C", "C", "H", "H", "H", "H", "H", "H", "H", "H", "H", "H", "H", "H"],
  "positions_angstrom": [[7.434, -2.454, 0.368], [8.213, -2.636, 1.107], [6.405, -1.783, 1.058], [5.296, -1.413, 0.372], [5.069, -1.663, -0.976], [3.891, -1.223, -1.555], [2.934, -0.552, -0.818], [3.157, -0.296, 0.547], [4.336, -0.733, 1.125], [4.562, -0.554, 2.162], [2.166, 0.357, 1.205], [2.346, 0.626, 2.577], [3.189, 1.302, 2.742], [1.426, 1.105, 2.909], [2.494, -0.296, 3.147], [1.766, -0.049, -1.452], [0.517, -0.452, -1.180], [-0.457, 0.157, -1.627], [0.347, -1.710, -0.354], [1.321, -2.108, -0.075], [-0.155, -2.451, -0.982], [-0.496, -1.446, 0.905], [-1.980, -1.697, 0.717], [-2.647, -2.326, 1.516], [-2.509, -1.170, -0.414], [-3.837, -1.293, -0.707], [-4.393, -0.774, -1.748], [-5.720, -1.055, -1.780], [-6.183, -1.802, -0.748], [-4.903, -2.193, 0.348], [-7.182, -2.142, -0.569], [-6.302, -0.677, -2.600], [-1.927, -0.592, -1.037], [-0.371, -0.408, 1.223], [-0.165, -2.091, 1.719], [1.963, 1.117, -2.303], [2.950, 1.051, -2.762], [1.893, 2.409, -1.471], [2.886, 3.027, -1.149], [0.634, 2.762, -1.168], [-0.118, 2.119, -1.387], [0.328, 3.888, -0.318], [1.249, 4.467, -0.218], [-0.426, 4.514, -0.804], [-0.144, 3.446, 1.068], [-1.409, 2.624, 1.102], [-1.652, 1.823, 2.215], [-2.826, 1.104, 2.338], [-3.784, 1.169, 1.340], [-3.545, 1.940, 0.217], [-2.369, 2.662, 0.100], [-2.219, 3.268, -0.781], [-4.277, 1.980, -0.576], [-4.707, 0.619, 1.440], [-2.996, 0.491, 3.210], [-0.917, 1.781, 3.008], [0.663, 2.875, 1.533], [-0.301, 4.343, 1.676], [1.184, 1.123, -3.069], [3.709, -1.409, -2.603], [5.790, -2.185, -1.581], [7.840, -1.840, -0.442], [7.089, -3.411, -0.036]],
  "atomic_forces_ev_per_a": [[0.18, -0.12, -0.13], [-0.03, -0.01, -0.09], [-0.27, 0.17, 0.13], [-0.22, 0.06, -0.11], [0.37, -0.11, 0.10], [-0.25, 0.13, 0.31], [0.17, -0.14, 0.22], [0.13, -0.09, -0.26], [0.02, 0.03, 0.17], [-0.02, 0.04, 0.14], [0.08, -0.15, -0.43], [0.02, 0.06, 0.30], [-0.02, -0.03, -0.02], [0.07, -0.02, 0.01], [0.00, 0.02, -0.02], [0.35, 0.14, -0.23], [-0.07, -0.54, 0.03], [-0.13, 0.09, -0.10], [0.02, 0.14, 0.12], [-0.13, -0.04, -0.03], [0.10, 0.04, -0.05], [-0.05, -0.10, 0.04], [0.58, 0.19, -0.04], [0.08, -0.13, 0.29], [0.22, 0.10, -0.23], [-0.66, -0.61, 0.58], [0.80, 0.40, -0.32], [-0.52, -0.27, 0.27], [0.18, 0.03, 0.03], [-0.31, 0.25, -0.58], [-0.26, -0.06, 0.00], [-0.18, 0.02, -0.11], [-0.07, -0.10, 0.16], [-0.01, -0.03, 0.05], [-0.10, 0.06, -0.04], [-0.07, 0.39, -0.11], [-0.14, 0.06, 0.08], [-0.04, -0.41, -0.49], [0.39, 0.14, 0.13], [-0.62, 0.16, 0.10], [0.21, -0.05, -0.09], [0.12, 0.10, 0.29], [-0.19, 0.00, -0.04], [0.09, 0.02, 0.04], [0.05, 0.19, -0.21], [0.11, -0.04, 0.09], [0.01, 0.03, -0.01], [-0.02, -0.02, 0.07], [-0.12, 0.05, 0.04], [-0.12, 0.05, 0.00], [0.04, 0.01, 0.04], [0.05, 0.09, -0.13], [-0.06, -0.02, -0.07], [-0.07, -0.08, -0.03], [-0.02, -0.07, 0.08], [0.09, 0.01, 0.07], [0.03, 0.04, 0.04], [0.07, -0.01, 0.03], [0.12, -0.01, 0.05], [-0.05, 0.00, -0.11], [0.10, -0.06, -0.03], [-0.03, -0.02, 0.02], [0.01, 0.05, 0.01]],
  "lowdin_charge": [-0.0814, 0.0944, -0.0735, -0.2658, -0.0145, 0.0045, -0.1743, -0.2011, 0.0773, 0.1204, -0.0749, -0.0600, 0.1073, 0.0756, 0.1028, 0.0243, -0.4029, 0.0273, -0.0527, 0.1152, 0.1402, -0.0612, -0.4950, -0.0185, 0.1293, -0.6014, 0.0526, -0.2617, -0.3994, 1.0761, 0.0506, 0.0964, 0.1147, 0.1075, 0.1289, -0.0181, 0.1335, -0.4712, 0.0661, 0.0868, 0.1068, -0.1684, 0.1211, 0.1169, -0.1191, -0.2247, -0.0603, -0.0784, -0.0974, -0.0746, -0.0404, 0.1075, 0.1051, 0.0965, 0.1113, 0.1046, 0.1018, 0.1265, 0.1353, 0.1280, 0.1034, 0.0975, 0.0965]
}


(2)
{
  "formula": "C3H7FO2Rh",
  "method": "ωB97M-V/def2-TZVPD",
  "total_charge": 2,
  "homo_lumo_gap_ev": [12.737, 6.179],
  "max_force_ev_per_a": 4.529,
  "s2": 8.77,
  "multiplicity": 6,
  "lumo_energy_ha": [-0.312, -0.548],
  "relative_energy_kcal_mol": 6.58,
  "elements": ["O", "Rh", "F", "C", "O", "C", "C", "H", "H", "H", "H", "H", "H", "H"],
  "positions_angstrom": [[1.208, -0.415, 1.101], [-0.749, -0.198, 0.682], [-2.440, -0.354, 1.099], [-0.471, 0.274, -2.359], [0.172, 0.253, -1.083], [1.528, -0.153, -1.102], [2.201, 0.087, 0.225], [-0.969, 1.243, -2.455], [0.277, 0.164, -3.155], [-1.207, -0.539, -2.421], [2.292, 1.161, 0.538], [2.034, 0.355, -1.933], [1.989, -1.217, -1.176], [3.235, -0.292, 0.302]],
  "atomic_forces_ev_per_a": [[1.79, -0.34, -0.85], [-0.10, 0.19, 0.55], [-1.89, -0.26, 0.50], [-1.14, 0.29, -1.87], [1.17, -1.06, 0.69], [3.09, -2.08, -1.06], [-0.32, 3.62, 2.71], [0.08, -0.17, 0.03], [-0.20, -0.01, 0.27], [0.26, 0.12, 0.02], [0.10, -0.57, -0.35], [0.15, 0.50, 0.44], [-2.72, 0.49, -0.95], [-0.27, -0.72, -0.14]],
  "lowdin_charge": [-0.0411, 1.6944, -0.2790, 0.0310, -0.3055, -0.1421, -0.1217, 0.1343, 0.1324, 0.1297, 0.1746, 0.1818, 0.2096, 0.2017]
}


(3)
{
  "formula": "CH3N5Se",
  "method": "ωB97M-V/def2-TZVPD",
  "homo_lumo_gap_ev": [7.149, 7.135],
  "max_force_ev_per_a": 3.079,
  "lumo_energy_ha": [-0.045, -0.045],
  "relative_energy_kcal_mol": 42.37,
  "elements": ["C", "N", "N", "N", "N", "N", "Se", "H", "H", "H"],
  "positions_angstrom": [[-0.887, 1.505, 0.156], [-2.144, 1.876, 0.011], [-2.904, 0.815, -0.058], [-2.141, -0.261, 0.025], [-0.927, 0.166, 0.213], [0.095, -0.828, 0.144], [-5.189, -0.583, -0.119], [-0.348, -1.715, 0.090], [0.915, -0.699, -0.391], [-0.045, 2.083, 0.174]],
  "atomic_forces_ev_per_a": [[-2.43, -1.89, 0.03], [0.05, 1.89, -0.04], [1.23, -1.56, 0.23], [-1.33, 0.25, 0.15], [2.10, -1.36, -1.60], [-1.24, 1.02, 2.11], [-0.14, 0.09, -0.01], [-0.28, -0.55, -0.20], [0.22, 0.77, -0.91], [1.82, 1.35, 0.22]],
  "lowdin_charge": [-0.1071, 0.0197, -0.1872, 0.0074, -0.1758, 0.1263, 0.0579, 0.0812, 0.0824, 0.0953]
}


(4)
{
  "formula": "C4H8O2S",
  "method": "ωB97M-V/def2-TZVPD",
  "homo_lumo_gap_ev": 9.688,
  "max_force_ev_per_a": 5.115,
  "lumo_energy_ha": 0.021,
  "smiles": "OCC1(CO)CS1",
  "relative_energy_kcal_mol": 91.05,
  "elements": ["C", "C", "C", "C", "H", "H", "H", "H", "H", "H", "H", "H", "O", "O", "S"],
  "positions_angstrom": [[1.127, 0.754, -0.634], [0.036, 0.019, -0.107], [-0.271, -0.052, 1.292], [-1.326, 0.309, -0.598], [1.713, 2.835, -0.298], [0.864, 0.765, -1.716], [2.230, 0.185, -0.790], [-0.430, 0.955, 1.820], [-1.108, -0.742, 1.384], [0.904, -1.641, 2.013], [-2.320, 0.112, -0.083], [-1.438, 0.965, -1.393], [1.044, 2.079, 0.124], [0.862, -0.614, 2.050], [-0.817, -1.334, -1.128]],
  "atomic_forces_ev_per_a": [[3.70, 1.43, -2.33], [-3.93, -1.42, 0.33], [2.13, -1.31, 4.46], [-2.46, -1.22, -0.95], [-2.54, -3.35, 1.43], [0.23, 1.20, 0.34], [-2.76, 1.64, 1.61], [0.06, -1.42, -1.17], [-0.19, 0.40, 0.51], [-0.46, 2.79, -0.21], [1.80, 1.05, 0.19], [-0.10, 1.37, -1.44], [3.08, 0.80, -3.07], [-0.19, -2.11, 0.09], [1.66, 0.16, 0.20]],
  "lowdin_charge": [-0.2134, -0.7324, -0.2805, -0.4201, 0.1763, 0.1019, 0.1865, 0.1655, 0.1019, 0.1292, 0.1091, 0.0574, -0.1223, -0.1131, 0.8539]
}


(5)
{
  "formula": "C5H11N",
  "method": "ωB97M-V/def2-TZVPD",
  "homo_lumo_gap_ev": 6.826,
  "max_force_ev_per_a": 6.509,
  "lumo_energy_ha": -0.051,
  "relative_energy_kcal_mol": 151.57,
  "elements": ["C", "C", "C", "C", "C", "N", "H", "H", "H", "H", "H", "H", "H", "H", "H", "H", "H"],
  "positions_angstrom": [[0.598, -0.449, -1.652], [0.208, -1.518, -0.649], [0.447, -1.012, 0.817], [-0.163, 0.307, 1.044], [0.274, 1.483, 0.548], [-0.507, 2.596, 1.049], [-0.008, 0.403, -1.360], [0.342, -0.736, -2.662], [1.660, -0.316, -1.689], [-0.782, -1.793, -0.736], [0.826, -2.341, -0.631], [0.164, -1.764, 1.562], [1.583, -0.898, 0.882], [-1.030, 0.410, 1.707], [-1.752, -0.127, -0.013], [-1.460, 2.365, 1.322], [-0.399, 3.391, 0.460]],
  "atomic_forces_ev_per_a": [[-0.82, -1.05, -0.17], [1.80, 2.13, 1.65], [1.69, -0.11, -0.70], [-4.98, -3.79, -0.16], [0.04, 6.50, 0.32], [1.68, -3.71, -1.98], [0.65, 0.47, -0.62], [-0.39, -0.21, -0.33], [0.56, 0.70, 0.44], [-2.33, -0.64, -0.18], [1.22, -2.27, -0.92], [-0.16, 0.21, -0.22], [-1.34, 0.00, 0.12], [0.47, -0.41, 1.25], [2.05, 1.10, 1.32], [-0.15, 0.29, 0.11], [0.00, 0.77, 0.06]],
  "lowdin_charge": [-0.1172, -0.2767, -0.2444, -0.2546, -0.1353, 0.0383, 0.0204, 0.0678, 0.0742, 0.0577, 0.0723, 0.1096, 0.1389, 0.0711, 0.2472, 0.0728, 0.0579]
}


(6)
{
  "formula": "C5H8N",
  "method": "ωB97M-V/def2-TZVPD",
  "total_charge": 1,
  "homo_lumo_gap_ev": [7.398, 7.396],
  "max_force_ev_per_a": 3.478,
  "lumo_energy_ha": [-0.254, -0.254],
  "relative_energy_kcal_mol": 184.73,
  "elements": ["C", "C", "C", "C", "C", "N", "H", "H", "H", "H", "H", "H", "H", "H"],
  "positions_angstrom": [[-0.414, -0.046, -0.783], [-1.221, 1.090, -0.492], [-0.299, -1.532, -0.550], [0.155, -0.958, -1.841], [0.205, 1.117, 2.215], [0.112, 1.100, -0.117], [0.442, -1.829, 0.178], [-1.228, -2.080, -0.507], [-0.462, -1.079, -2.719], [1.215, -0.868, -2.037], [0.876, 0.283, 2.320], [0.591, 2.118, 2.294], [-0.851, 0.964, 2.363], [0.879, 1.723, -0.322]],
  "atomic_forces_ev_per_a": [[0.73, -0.37, 0.00], [-1.26, 0.43, -0.57], [-0.05, 0.07, 0.19], [-0.36, 0.12, -0.28], [-0.24, 0.03, -2.10], [1.17, -0.56, 3.23], [0.14, -0.02, -0.01], [-0.09, 0.04, -0.07], [-0.06, -0.11, -0.05], [0.02, 0.09, 0.11], [0.14, -0.16, -0.06], [0.09, 0.20, 0.00], [-0.17, -0.03, -0.01], [-0.07, 0.29, -0.38]],
  "lowdin_charge": [-0.4258, 0.2134, -0.0242, -0.0098, 0.3629, 0.0524, 0.1181, 0.1235, 0.1237, 0.1253, 0.0597, 0.0633, 0.0628, 0.1548]
}